# C16H12Cl5F5MoOTe

C16H12Cl5F5MoOTe as an isolated structure at a distorted geometry (ωB97M-V with the def2-TZVPD basis set, the Open Molecules 2025 dataset).

Results
**Spin multiplicity**: 1
**HOMO-LUMO gap**: 5.6 eV
**Net charge**: +2
**LUMO**: -9.81 eV

Cartesian coordinates (Å):
Mo (0.40163, 0.14713, 0.97007)
Cl (0.80545, 3.53816, -0.09103)
C (-0.75376, 2.87511, -0.16766)
C (-0.92964, 1.52903, 0.19677)
C (-2.24547, 1.04321, 0.21382)
Cl (-2.32073, -0.58769, 0.78956)
C (-3.35271, 1.77597, -0.16833)
Cl (-4.92450, 1.11524, -0.14893)
C (-3.13639, 3.11965, -0.58089)
Cl (-4.44245, 4.06041, -1.07745)
C (-1.84052, 3.67394, -0.54705)
Cl (-1.59672, 5.30701, -0.96376)
F (1.63477, 0.79112, 4.95230)
Te (0.52649, -0.42523, 4.07161)
F (2.03764, -1.11817, 3.06920)
F (0.87729, -1.76277, 5.31935)
F (-1.09821, -0.02869, 4.91074)
F (-0.40364, -1.81173, 3.08603)
O (0.19821, 0.70641, 2.63670)
C (2.93978, -0.67563, -1.72552)
C (1.63617, 0.01038, -1.25227)
C (1.15913, 0.97296, -2.34987)
C (1.94185, 0.76264, 0.01351)
C (0.60130, -1.09823, -0.93041)
C (0.86769, -1.96425, 0.18804)
C (0.08759, -3.11521, 0.39267)
C (-0.93250, -3.43905, -0.48792)
C (-1.17209, -2.62909, -1.59534)
C (-0.43696, -1.46794, -1.80739)
H (3.57670, 0.07248, -2.19363)
H (2.70714, -1.44117, -2.46163)
H (3.49129, -1.12643, -0.90289)
H (1.82600, 1.83006, -2.40210)
H (0.14937, 1.33527, -2.15592)
H (1.18979, 0.48093, -3.31996)
H (2.82107, 1.39026, -0.03580)
H (1.85446, -1.93532, 0.67883)
H (0.32108, -3.76944, 1.22140)
H (-1.51654, -4.33199, -0.32999)
H (-1.91838, -2.92573, -2.31757)
H (-0.63070, -0.88361, -2.69728)

These are the Löwdin partial charges, in e, on atoms 1 to 2: number 1, Mo, carries 1.595; number 2, Cl, carries 0.829



# C9H10N4Nd

C9H10N4Nd as an isolated structure at a distorted geometry (ωB97M-V with the def2-TZVPD basis set, the Open Molecules 2025 dataset).

Results
**Spin multiplicity**: 4
**ΔE to the lowest compared entry with this formula, charge and spin**: 395.5 kJ/mol
**HOMO-LUMO gap (alpha / beta)**: 5.9 / 6.1 eV
**Net charge**: -1
**LUMO (alpha / beta)**: 2.56 / 2.54 eV

Cartesian coordinates (Å):
C (1.86815, -0.39078, 1.84846)
C (1.80607, -1.68124, 1.18194)
C (0.46777, -2.21749, 1.35826)
C (-0.29709, -1.26143, 2.13677)
C (0.56702, -0.13094, 2.43688)
Nd (0.25033, -0.23376, 0.04455)
N (0.31895, 1.77232, -0.14897)
C (1.31333, 0.55386, -2.11549)
C (1.56414, -0.77333, -1.83976)
H (0.10429, -3.13977, 0.95809)
H (2.60006, -2.14937, 0.64798)
H (-1.32968, -1.34609, 2.39971)
H (0.28071, 0.75607, 2.96229)
H (2.70706, 0.27136, 1.86376)
H (2.53259, -1.09212, -1.46703)
H (2.07338, 1.31594, -1.97343)
H (0.46823, 2.61349, -0.20147)
H (0.83764, -1.55030, -2.12764)
H (0.39203, 0.86057, -2.62865)
N (-1.68535, 0.67875, -0.45705)
C (-2.77442, 1.01159, -0.42499)
N (-4.09849, 1.40359, -0.42698)
C (-4.74917, 2.10048, -1.57109)
N (-5.21752, 2.62861, -2.45613)

These are the Löwdin partial charges, in e, on atoms 1 to 2: number 1, C, carries -0.223; number 2, C, carries -0.260



# C34H94O18

A 13-piece molecular cluster, C34H94O18 overall at a distorted geometry (ωB97M-V with the def2-TZVPD basis set, the Open Molecules 2025 dataset).

Results
**Spin multiplicity**: 1
**ΔE to the lowest compared entry with this formula, charge and spin**: 579.5 kJ/mol
**HOMO-LUMO gap**: 10.0 eV
**Net charge**: 0
**LUMO**: 0.22 eV

Cartesian coordinates (Å):
C (-2.79704, 3.72194, 2.65813)
C (-2.20372, 3.46914, 1.32896)
C (-2.56827, 4.63744, 0.38277)
O (-0.80800, 3.39675, 1.44863)
H (-3.87172, 3.55531, 2.73153)
H (-2.62212, 4.60818, 3.26812)
H (-2.46547, 2.85328, 3.22698)
H (-2.63529, 2.56441, 0.90081)
H (-2.29905, 4.37697, -0.64085)
H (-2.12535, 5.58457, 0.69076)
H (-3.62606, 4.88299, 0.28857)
H (-0.59023, 2.64780, 2.00832)
C (-3.52655, -4.31378, 2.56493)
C (-4.88492, -3.89557, 1.95240)
C (-5.15846, -2.46768, 1.92644)
O (-5.02153, -4.39834, 0.65814)
H (-3.42605, -3.79173, 3.51649)
H (-2.62777, -4.06790, 1.99937)
H (-3.44698, -5.38166, 2.76840)
H (-5.60135, -4.52567, 2.47946)
H (-5.54297, -2.18563, 2.90659)
H (-5.93381, -2.15311, 1.22788)
H (-4.21262, -1.93323, 1.83790)
H (-5.88073, -4.13129, 0.32341)
C (2.04847, 4.49427, -3.94358)
C (3.26037, 4.25806, -3.01560)
C (3.39638, 2.73853, -2.55958)
O (4.42304, 4.61467, -3.68733)
H (2.12611, 5.55221, -4.19430)
H (1.09762, 4.16879, -3.52165)
H (2.15005, 3.95395, -4.88477)
H (3.24954, 4.87633, -2.11798)
H (4.12082, 2.16222, -3.13504)
H (2.43738, 2.22506, -2.62854)
H (3.60613, 2.70318, -1.49053)
H (4.29146, 5.53157, -3.93947)
C (1.23897, 0.71101, 0.08507)
C (0.17240, -0.19750, 0.38210)
C (0.37457, -1.05577, 1.66650)
O (-0.97473, 0.59727, 0.51537)
H (1.06758, 1.39687, -0.74459)
H (2.11294, 0.08005, -0.07669)
H (1.39697, 1.37884, 0.93190)
H (0.00357, -0.93073, -0.40656)
H (0.27292, -0.33103, 2.47428)
H (1.38549, -1.46319, 1.67853)
H (-0.42367, -1.79685, 1.70797)
H (-0.87662, 1.20206, -0.22368)
C (-0.41492, -6.18734, 3.21726)
C (-0.31908, -6.78805, 1.83926)
C (0.97005, -6.39124, 1.05962)
O (-0.41300, -8.20168, 1.74323)
H (-1.21149, -6.63943, 3.80819)
H (-0.57181, -5.10885, 3.19875)
H (0.45991, -6.49348, 3.79088)
H (-1.18378, -6.37763, 1.31777)
H (0.94185, -5.33374, 0.79694)
H (0.98805, -6.96494, 0.13299)
H (1.92781, -6.55362, 1.55400)
H (-1.13720, -8.43826, 2.32732)
C (5.52214, 2.04665, 1.87669)
C (4.50082, 2.97343, 2.41906)
C (3.77253, 2.45995, 3.65108)
O (5.18292, 4.09409, 2.92125)
H (6.07539, 2.41616, 1.01328)
H (5.12763, 1.06572, 1.61168)
H (6.36643, 2.00253, 2.56467)
H (3.81992, 3.23456, 1.60894)
H (4.31937, 2.33685, 4.58591)
H (3.30467, 1.49578, 3.45212)
H (2.91445, 3.09737, 3.86442)
H (5.09366, 4.11067, 3.87695)
C (-3.48183, -2.08701, -2.65479)
C (-2.63133, -1.31774, -3.69714)
C (-2.59994, 0.18808, -3.43653)
O (-1.34620, -1.73856, -3.62834)
H (-3.06906, -1.95950, -1.65405)
H (-3.42570, -3.13883, -2.93520)
H (-4.53453, -1.80517, -2.63295)
H (-2.97691, -1.45301, -4.72202)
H (-1.90410, 0.78613, -4.02496)
H (-2.37162, 0.34687, -2.38260)
H (-3.65594, 0.45816, -3.43857)
H (-1.28805, -2.69126, -3.73121)
C (-2.18280, 0.79332, 5.72059)
C (-3.48537, 0.34518, 6.34095)
C (-3.66655, 0.38302, 7.84672)
O (-4.58087, 1.12719, 5.70600)
H (-1.30332, 0.41926, 6.24470)
H (-2.14371, 1.87981, 5.79882)
H (-2.16273, 0.49227, 4.67318)
H (-3.76456, -0.68460, 6.11798)
H (-3.19425, -0.47333, 8.32808)
H (-4.64418, 0.43261, 8.32617)
H (-3.08064, 1.15279, 8.34897)
H (-4.32274, 1.98493, 6.05132)
C (-5.53434, 1.21278, 1.17544)
C (-6.53676, 1.41964, 0.06258)
O (-7.05665, 2.76629, 0.23540)
O (-5.88635, 1.87084, 2.42042)
H (-4.62115, 1.62066, 0.74207)
H (-5.62520, 0.14840, 1.39210)
H (-7.27285, 0.63366, 0.23140)
H (-6.23203, 1.17164, -0.95415)
H (-7.13838, 2.77220, 1.19190)
H (-5.28583, 1.52143, 3.08291)
C (0.85843, 6.82015, -1.29824)
C (1.26457, 5.61767, -0.41343)
O (0.74495, 4.34051, -0.86793)
O (-0.49644, 7.23428, -1.39378)
H (1.10282, 6.49969, -2.31099)
H (1.51291, 7.61053, -0.93074)
H (0.76358, 5.79623, 0.53800)
H (2.33131, 5.63981, -0.19053)
H (0.13759, 4.02602, -0.19427)
H (-0.94689, 6.38706, -1.42416)
C (6.97341, -1.76209, -2.28072)
C (6.42790, -3.00499, -1.66237)
O (5.71843, -2.54225, -0.52682)
O (7.76836, -2.03931, -3.34022)
H (7.55899, -1.31584, -1.47695)
H (6.28631, -0.96180, -2.55553)
H (7.05392, -3.77868, -1.21785)
H (5.73576, -3.45803, -2.37216)
H (5.34546, -3.36425, -0.19999)
H (8.19038, -1.27885, -3.74668)
C (3.05464, -4.42936, -3.12112)
C (3.29289, -4.18417, -4.59489)
O (4.33868, -4.95311, -5.01242)
O (2.35635, -5.72404, -2.99651)
H (2.53576, -3.61992, -2.60764)
H (3.97548, -4.39219, -2.53909)
H (3.34114, -3.11976, -4.82468)
H (2.41825, -4.51965, -5.15217)
H (4.18472, -5.87842, -4.80822)
H (2.84201, -6.42640, -3.43517)
C (1.62159, -0.33394, -4.68233)
C (0.94089, 0.51345, -5.76175)
O (1.48993, -0.00181, -7.01043)
O (0.98683, -0.20849, -3.42147)
H (2.65947, -0.14679, -4.40687)
H (1.74523, -1.39274, -4.90982)
H (1.26065, 1.55529, -5.74148)
H (-0.14754, 0.46040, -5.78632)
H (1.44089, 0.76319, -7.58833)
H (0.21902, -0.78451, -3.43764)

These are the Löwdin partial charges, in e, on atoms 1 to 2: number 1, C, carries -0.055; number 2, C, carries -0.495



# C6H16BeF2N3O12S2

C6H16BeF2N3O12S2 as an isolated structure at a distorted geometry (ωB97M-V with the def2-TZVPD basis set, the Open Molecules 2025 dataset).

Results
**Spin multiplicity**: 1
**ΔE to the lowest compared entry with this formula, charge and spin**: 987.3 kJ/mol
**HOMO-LUMO gap**: 5.3 eV
**Net charge**: -1
**LUMO**: 1.58 eV

Cartesian coordinates (Å):
Be (-0.03309, 0.64699, 0.08551)
N (0.73713, -0.36350, -2.02916)
S (0.24104, -0.71759, -3.41743)
O (-0.23524, -2.05947, -3.64108)
O (0.89403, -0.16431, -4.56634)
F (-1.12113, 0.07893, -3.42564)
S (2.00403, -1.44126, -2.18301)
O (3.13098, -1.04466, -3.00549)
O (1.63822, -2.88171, -2.04933)
F (2.56406, -1.08352, -0.67950)
C (-0.72779, 1.64179, 2.76667)
O (-1.02574, 2.08134, 3.88638)
O (-1.57551, 1.46710, 1.88017)
O (0.38591, 1.24239, 2.47886)
C (1.13136, -2.32550, 1.81447)
O (0.50113, -1.72467, 0.96393)
N (1.10677, -2.08801, 3.06872)
N (2.01333, -3.22359, 1.56120)
H (0.34672, -1.49746, 3.37477)
H (1.36378, -2.83338, 3.69996)
H (2.36287, -3.32056, 0.61859)
H (2.51342, -3.68107, 2.31001)
C (-3.68511, -1.05934, 1.14368)
C (-2.78514, -1.36749, -0.05613)
O (-2.27502, -0.18172, -0.66512)
O (-2.87019, -0.87564, 2.29108)
H (-4.34158, -1.89315, 1.39250)
H (-4.18942, -0.11892, 0.92148)
H (-3.28893, -1.87989, -0.87573)
H (-1.96909, -2.03630, 0.21746)
H (-3.00447, 0.41503, -0.84785)
H (-2.45978, -0.01178, 2.20791)
C (1.91521, 3.36070, -0.38022)
C (0.81971, 3.56520, -1.50736)
O (-0.35437, 2.69236, -1.38997)
O (2.34277, 2.00428, -0.28811)
H (1.51255, 3.64946, 0.59065)
H (2.66177, 4.13799, -0.54324)
H (1.33431, 3.36393, -2.44692)
H (0.35463, 4.54638, -1.60269)
H (-0.96186, 3.02058, -2.05692)
H (3.02768, 1.96000, 0.38312)

These are the Löwdin partial charges, in e, on atoms 1 to 2: number 1, Be, carries 0.968; number 2, N, carries -0.253